{"formula": "C44H40IN4OP2RuSe3", "method": "ωB97M-V/def2-TZVPD", "symbols": ["Ru", "I", "C", "C", "C", "C", "C", "C", "C", "C", "C", "P", "C", "C", "C", "C", "C", "C", "C", "C", "C", "C", "C", "C", "C", "H", "H", "H", "H", "H", "H", "H", "H", "H", "H", "H", "H", "H", "H", "H", "H", "Se", "P", "Se", "C", "C", "C", "C", "C", "C", "C", "C", "C", "C", "C", "C", "H", "H", "H", "H", "H", "H", "H", "H", "H", "H", "C", "N", "C", "N", "O", "H", "H", "H", "H", "H", "H", "C", "N", "C", "Se", "N", "C", "C", "C", "C", "C", "C", "H", "H", "H", "H", "H", "H", "H", "H"], "xyz": [[-0.29600, 0.02670, 0.76460], [-2.00220, 1.14770, -1.43720], [-3.96510, 0.79720, -0.61350], [-4.74500, 1.91850, -0.51850], [-6.09000, 1.80320, -0.14960], [-6.64180, 0.56710, 0.01890], [-5.85920, -0.59780, -0.10300], [-6.46950, -1.86380, -0.00210], [-5.74510, -3.01400, -0.14240], [-4.35870, -2.93130, -0.27740], [-3.71000, -1.71290, -0.33630], [-1.89330, -1.86100, -0.16310], [-1.71160, -2.73220, 1.42950], [-0.41800, -3.13440, 1.77850], [-0.17740, -3.71040, 3.01300], [-1.21650, -3.87320, 3.91770], [-2.49170, -3.43450, 3.59370], [-2.74050, -2.84900, 2.36350], [-1.58020, -3.06500, -1.48780], [-1.72890, -2.62440, -2.80150], [-1.56440, -3.50950, -3.84970], [-1.24770, -4.83510, -3.59560], [-1.10810, -5.27550, -2.28920], [-1.26490, -4.39490, -1.23190], [-4.45180, -0.50300, -0.35120], [-4.34170, 2.89140, -0.75230], [-6.68480, 2.69440, -0.05440], [-7.69340, 0.45550, 0.22880], [-7.53200, -1.90430, 0.17250], [-6.21800, -3.98190, -0.10270], [-3.77430, -3.84130, -0.31300], [0.38530, -3.01270, 1.06280], [0.81830, -4.04230, 3.26820], [-1.03360, -4.33710, 4.87540], [-3.30080, -3.55170, 4.30050], [-3.73410, -2.49250, 2.13180], [-1.97860, -1.59220, -3.00710], [-1.68700, -3.16720, -4.86560], [-1.10920, -5.52280, -4.41520], [-0.87670, -6.31190, -2.09460], [-1.14900, -4.74810, -0.21780], [2.21830, -0.37670, 1.65590], [2.38530, 1.82020, 1.79740], [0.64550, 2.65230, 0.75060], [2.40150, 2.29820, 3.56530], [1.42190, 3.13340, 4.08290], [1.43820, 3.45020, 5.43000], [2.42590, 2.93380, 6.25400], [3.40500, 2.10080, 5.73180], [3.39880, 1.77910, 4.38610], [3.89190, 2.44300, 0.97830], [4.13960, 3.80920, 1.08910], [5.21960, 4.35840, 0.42300], [6.03970, 3.55300, -0.35410], [5.78990, 2.19380, -0.45860], [4.71000, 1.63130, 0.20200], [0.65430, 3.53430, 3.43370], [0.68710, 4.11510, 5.82800], [2.44120, 3.19070, 7.30260], [4.18350, 1.71520, 6.37240], [4.15980, 1.13030, 3.97080], [3.49140, 4.43260, 1.69110], [5.42380, 5.41460, 0.50660], [6.87450, 3.98600, -0.88350], [6.43830, 1.56960, -1.05600], [4.51310, 0.56830, 0.12170], [2.11610, -3.90870, -1.59910], [1.98630, -2.66080, -2.31970], [1.35900, -1.59020, -1.82160], [1.32520, -0.47580, -2.58020], [0.84760, -1.61400, -0.68490], [3.13700, -4.27580, -1.67550], [1.43130, -4.65960, -1.99500], [1.88190, -3.72170, -0.55410], [2.34630, -2.62660, -3.25980], [1.70030, -0.44070, -3.51080], [0.87060, 0.35250, -2.22340], [-2.49330, 1.10010, 6.03720], [-1.26950, 0.43860, 5.67950], [-0.87510, 0.09820, 4.44050], [-1.78630, 0.46210, 2.86800], [0.30440, -0.54670, 4.51830], [0.68600, -0.64450, 5.83550], [1.78690, -1.22740, 6.44290], [1.84490, -1.15280, 7.82090], [0.85250, -0.51090, 8.56520], [-0.24540, 0.07430, 7.96510], [-0.32150, -0.00630, 6.58100], [-2.97060, 1.47800, 5.13370], [-2.28910, 1.92640, 6.71780], [-3.17220, 0.39950, 6.52600], [0.83040, -0.88280, 3.71490], [2.55080, -1.72150, 5.86430], [2.67290, -1.60670, 8.34020], [0.93890, -0.48240, 9.63950], [-1.00600, 0.56410, 8.54920]], "forces_ev_per_angstrom": [[0.4, 0.0, -0.6], [-0.5, -0.1, 0.9], [0.4, 0.4, -0.2], [0.5, -0.2, -0.1], [-0.3, -0.2, 0.0], [0.1, 0.3, -0.1], [0.3, 0.0, 0.0], [0.1, -0.2, 0.0], [-0.2, 0.1, 0.1], [0.3, 0.4, -0.2], [0.3, 0.0, 0.0], [0.0, 0.0, 1.3], [0.0, -0.1, 0.0], [-0.1, -0.1, -0.1], [0.0, 0.0, 0.1], [0.0, 0.0, 0.0], [0.0, 0.0, 0.1], [0.1, -0.1, -0.2], [0.4, 0.3, 0.0], [0.0, 0.0, 0.1], [0.0, 0.0, -0.1], [0.0, 0.0, 0.0], [0.0, -0.1, -0.1], [0.0, 0.2, 0.1], [-0.2, -0.2, 0.1], [0.1, 0.1, 0.0], [-0.1, 0.1, 0.0], [-0.2, 0.0, 0.0], [-0.2, 0.0, 0.0], [-0.1, -0.1, 0.0], [0.0, 0.0, 0.1], [0.0, 0.0, 0.0], [0.1, -0.1, 0.0], [0.0, 0.0, 0.1], [0.0, 0.0, 0.0], [0.0, 0.0, 0.0], [-0.1, 0.1, 0.0], [0.0, 0.0, -0.1], [0.0, -0.1, -0.1], [0.0, -0.1, 0.0], [0.0, 0.0, 0.1], [-1.3, 0.5, -0.3], [0.3, 0.2, 0.2], [-0.3, -1.8, 0.1], [-0.1, -0.1, -0.7], [-0.1, 0.0, -0.2], [0.0, 0.0, 0.1], [-0.1, 0.0, 0.0], [0.1, -0.1, 0.0], [0.0, 0.0, -0.1], [-0.4, -0.3, 0.4], [0.0, -0.1, 0.1], [0.0, 0.1, 0.0], [0.0, -0.1, 0.0], [0.0, 0.0, 0.0], [-0.1, -0.1, 0.1], [0.0, 0.0, 0.0], [-0.1, 0.1, 0.1], [0.0, 0.0, 0.1], [0.1, -0.1, 0.1], [0.1, 0.0, 0.0], [0.0, 0.1, 0.1], [0.0, 0.1, 0.0], [0.1, 0.0, 0.0], [0.0, 0.0, 0.0], [0.0, 0.0, 0.0], [0.0, -0.2, 0.1], [0.1, 0.0, -0.3], [0.1, 0.2, -0.1], [-0.2, 0.4, -0.2], [-0.3, 0.7, 0.3], [0.0, 0.0, 0.0], [0.1, 0.0, 0.1], [0.0, -0.1, 0.0], [0.0, 0.1, 0.1], [0.1, 0.0, 0.0], [0.2, -0.3, 0.0], [-0.6, 0.2, 0.1], [0.3, -0.2, -0.6], [0.8, -0.2, -0.4], [-0.1, 0.4, -1.2], [-0.5, 0.1, -0.1], [-0.2, 0.3, 0.8], [-0.1, 0.1, 0.0], [0.0, 0.0, 0.0], [0.0, 0.0, 0.0], [-0.1, 0.0, -0.2], [0.9, -0.5, 0.2], [0.1, 0.0, 0.1], [0.0, 0.0, -0.1], [0.0, 0.0, 0.0], [-0.2, 0.2, 0.1], [0.1, -0.1, 0.0], [0.1, 0.0, 0.1], [0.0, 0.0, 0.1], [-0.1, 0.1, 0.1]], "total_charge": 2, "multiplicity": 2}

=====

{"formula": "C30H22Cl3N4O2Ru", "method": "ωB97M-V/def2-TZVPD", "symbols": ["Ru", "C", "C", "N", "N", "C", "O", "C", "C", "C", "C", "C", "C", "C", "C", "C", "C", "C", "N", "H", "H", "H", "H", "H", "H", "H", "H", "H", "H", "H", "H", "Cl", "C", "C", "C", "Cl", "C", "C", "C", "C", "N", "C", "C", "O", "H", "H", "H", "H", "Cl", "C", "C", "C", "C", "C", "C", "C", "H", "H", "H", "H", "H", "H"], "xyz": [[0.31921, 0.29860, -0.59613], [-0.97759, -1.02597, 3.21996], [-0.68063, -0.18966, 1.99376], [0.09334, -0.92454, 0.96967], [1.16169, -1.55372, 1.41158], [2.19853, -1.41427, 0.57747], [2.13857, -0.56561, -0.38190], [3.42911, -2.17340, 0.80547], [4.54590, -1.92420, 0.00791], [5.70843, -2.64552, 0.20881], [5.76083, -3.61575, 1.20133], [4.64900, -3.86673, 1.99518], [3.48344, -3.14727, 1.80272], [-1.88505, 0.35526, 1.26635], [-3.11025, 0.61348, 1.85115], [-4.08440, 1.27259, 1.11516], [-3.79910, 1.67664, -0.17857], [-2.56125, 1.37278, -0.71270], [-1.64321, 0.70082, -0.01349], [-0.04678, -1.38860, 3.64950], [-1.59498, -1.88339, 2.95393], [-1.49916, -0.43763, 3.97359], [4.49124, -1.16738, -0.76224], [6.57565, -2.45402, -0.40794], [6.67146, -4.17882, 1.35619], [4.69321, -4.62517, 2.76474], [2.61257, -3.33328, 2.41540], [-3.29605, 0.31598, 2.87205], [-5.04862, 1.48306, 1.55690], [-4.51752, 2.22121, -0.77306], [-2.27795, 1.66892, -1.71321], [0.08385, 4.78032, -2.85371], [0.08017, 4.42201, -1.17247], [-0.15662, 5.41182, -0.23965], [-0.26003, 5.10764, 1.12817], [-0.68718, 6.38284, 2.20950], [-0.06741, 3.82722, 1.59928], [-0.30863, 3.36308, 2.95358], [-0.20945, 2.06791, 3.26693], [0.27630, 1.04512, 2.29467], [0.57329, 1.58231, 0.98392], [0.29440, 2.83569, 0.64620], [0.27287, 3.09232, -0.76475], [0.35123, 2.08803, -1.59496], [-0.31351, 6.43138, -0.56119], [-0.60800, 4.08826, 3.69714], [-0.41262, 1.73378, 4.27632], [1.18709, 0.57797, 2.69438], [1.95604, -0.04081, -3.54592], [0.24792, 0.00182, -3.75983], [-0.27012, 0.75917, -4.79000], [-1.64140, 0.80459, -4.99215], [-2.50050, 0.08702, -4.15576], [-1.99170, -0.63838, -3.11081], [-0.59013, -0.71482, -2.86263], [-0.09092, -1.51987, -1.79846], [0.40295, 1.30763, -5.43265], [-2.04138, 1.39146, -5.80736], [-3.56644, 0.09813, -4.33983], [-2.65093, -1.20696, -2.46643], [0.89412, -1.95539, -1.91632], [-0.81184, -2.15133, -1.29320]], "forces_ev_per_angstrom": [[-0.4, -0.1, 0.6], [0.0, 0.1, 0.0], [0.1, 0.0, 0.1], [0.0, 0.0, -0.3], [0.0, -0.1, 0.2], [0.0, 0.1, -0.1], [0.1, 0.1, -0.1], [0.1, -0.1, 0.0], [-0.1, 0.0, 0.0], [0.0, 0.0, 0.0], [0.0, 0.0, 0.0], [0.0, 0.0, 0.0], [0.0, 0.0, 0.0], [0.0, 0.0, 0.1], [0.0, 0.0, 0.0], [0.0, 0.0, 0.0], [0.0, 0.0, 0.0], [0.0, 0.0, -0.1], [0.0, 0.1, -0.1], [0.0, 0.0, 0.0], [0.0, 0.0, 0.0], [0.0, 0.0, 0.0], [0.0, 0.0, 0.0], [0.0, 0.0, 0.0], [0.0, 0.0, 0.0], [0.0, 0.0, 0.0], [0.0, 0.0, 0.0], [0.0, 0.0, 0.0], [0.0, 0.0, 0.0], [0.0, 0.0, 0.0], [0.0, 0.0, 0.0], [0.0, 0.0, 0.0], [0.0, 0.0, 0.1], [0.0, -0.1, -0.1], [0.0, -0.2, 0.2], [0.0, 0.1, 0.0], [0.0, 0.2, -0.2], [0.0, -0.1, 0.2], [0.0, 0.1, 0.0], [0.0, -0.1, 0.1], [0.1, 0.0, -0.3], [0.0, 0.1, 0.0], [0.0, 0.1, 0.0], [0.1, -0.1, -0.2], [0.0, 0.0, 0.0], [0.0, 0.0, 0.0], [0.0, 0.0, 0.0], [0.0, 0.0, 0.0], [0.0, 0.0, 0.0], [0.1, 0.1, -0.1], [0.0, 0.0, 0.0], [0.0, 0.0, 0.0], [-0.1, 0.0, 0.0], [0.1, 0.0, 0.1], [-0.1, 0.1, -0.1], [0.1, -0.1, -0.2], [0.0, 0.0, 0.0], [0.0, 0.0, 0.0], [0.0, 0.0, 0.0], [0.0, 0.0, 0.0], [0.0, 0.0, 0.0], [0.0, 0.0, 0.0]], "total_charge": 1, "multiplicity": 5}

=====

{"formula": "C5H10O", "method": "ωB97M-V/def2-TZVPD", "symbols": ["C", "C", "C", "C", "C", "O", "H", "H", "H", "H", "H", "H", "H", "H", "H", "H"], "xyz": [[1.62935, 0.95192, 1.01768], [0.67898, 0.77182, -0.16239], [0.00804, -0.58372, -0.12685], [-1.34632, -0.73706, 0.52288], [-1.21026, -0.86663, -0.95866], [-1.76249, 0.15423, -1.73682], [2.41896, 0.19353, 1.00303], [1.09811, 0.85321, 1.96890], [2.11345, 1.93181, 1.00446], [-0.08788, 1.55265, -0.15672], [1.23851, 0.89472, -1.10051], [0.69339, -1.42007, 0.00582], [-1.55489, -1.63081, 1.10392], [-1.82662, 0.16782, 0.88664], [-1.31222, -1.86741, -1.38041], [-1.17638, 0.28582, -2.49332]], "forces_ev_per_angstrom": [[0.1, 0.0, 0.1], [0.0, 0.0, 0.0], [0.2, 0.0, 0.0], [-0.1, 0.0, 0.1], [0.1, -0.3, 0.2], [0.1, 0.1, -0.2], [-0.1, 0.1, 0.0], [0.0, 0.0, -0.1], [-0.1, -0.1, 0.0], [0.1, -0.1, 0.0], [-0.1, -0.1, 0.1], [-0.1, 0.1, -0.1], [0.0, 0.1, -0.1], [0.1, -0.1, -0.1], [0.0, 0.2, 0.0], [-0.2, 0.1, 0.1]], "de_lowest_ev": 1.110, "smiles": "CC[C@H]1C[C@H]1O"}

=====

{"formula": "C34H43FNO3PPd", "method": "ωB97M-V/def2-TZVPD", "symbols": ["Pd", "C", "C", "C", "C", "C", "C", "C", "F", "C", "C", "C", "O", "C", "C", "N", "C", "C", "O", "O", "H", "H", "H", "H", "H", "H", "H", "H", "H", "H", "H", "C", "C", "C", "C", "P", "C", "C", "C", "C", "C", "C", "C", "C", "C", "C", "H", "H", "H", "H", "H", "H", "H", "H", "H", "H", "H", "H", "H", "H", "H", "H", "H", "H", "H", "H", "H", "H", "H", "C", "C", "C", "C", "C", "C", "H", "H", "H", "H", "H", "H", "H", "H", "H"], "xyz": [[-0.11150, 0.43164, 0.39061], [1.38432, -7.60522, -1.20974], [1.47461, -6.91053, 0.14885], [2.72782, -7.29153, 0.92709], [3.97947, -6.75597, 0.24146], [3.83498, -5.28244, -0.04417], [4.94710, -4.48068, -0.20030], [4.78487, -3.12521, -0.43880], [5.90323, -2.36379, -0.58940], [3.55096, -2.54029, -0.51527], [2.41237, -3.32973, -0.36874], [1.06551, -2.65731, -0.46225], [1.07824, -1.44073, -0.54147], [-0.07323, -3.57146, -0.41001], [0.18300, -4.87866, -0.18775], [1.40986, -5.46225, -0.00091], [2.55613, -4.70266, -0.14142], [-1.58486, -3.23194, -0.57556], [-2.31628, -4.24875, -0.73463], [-1.89553, -2.03959, -0.51799], [1.44204, -8.69094, -1.09340], [2.19205, -7.27796, -1.86762], [0.43980, -7.35405, -1.69345], [0.60390, -7.20034, 0.73938], [2.77137, -8.37793, 1.02658], [2.65738, -6.86385, 1.93040], [4.16027, -7.30739, -0.68712], [4.85406, -6.91945, 0.87432], [5.94262, -4.90487, -0.13946], [3.42603, -1.47646, -0.67856], [-0.66608, -5.55079, -0.14942], [1.73166, 1.98072, 2.97171], [0.36205, 1.64845, 3.57715], [-0.57822, 2.81266, 3.25588], [0.53396, 1.50201, 5.09176], [-0.23593, 0.11324, 2.60394], [0.82775, -1.17937, 3.45713], [0.65099, -1.76590, 4.71409], [1.49278, -2.77123, 5.17538], [2.55381, -3.20900, 4.39139], [2.75652, -2.63435, 3.14526], [1.89599, -1.64178, 2.68633], [-2.01120, -0.31392, 3.18220], [-2.19844, -1.81228, 2.91344], [-2.47107, 0.02092, 4.60361], [-2.93645, 0.42275, 2.19896], [2.09794, 2.92572, 3.39653], [1.64702, 2.08008, 1.88714], [2.46469, 1.19873, 3.19597], [-0.14152, 3.74670, 3.63530], [-1.55916, 2.69134, 3.72098], [-0.70717, 2.90312, 2.17301], [0.90412, 2.45143, 5.50236], [1.26523, 0.73013, 5.33908], [-0.39934, 1.26496, 5.60209], [-0.15667, -1.43588, 5.35266], [1.32108, -3.21256, 6.15185], [3.21056, -3.99503, 4.74806], [3.57415, -2.97253, 2.51694], [2.01509, -1.21395, 1.69490], [-1.61032, -2.43925, 3.58580], [-1.91633, -2.04360, 1.88174], [-3.25717, -2.07185, 3.03594], [-1.92025, -0.51774, 5.37574], [-3.52805, -0.25964, 4.70606], [-2.39740, 1.08751, 4.81483], [-2.65857, 0.19486, 1.16826], [-2.88780, 1.50556, 2.32359], [-3.97100, 0.09355, 2.36905], [-0.71991, 5.83238, 0.26842], [0.17129, 5.07697, -0.73245], [-0.22114, 5.49598, -2.15676], [1.63415, 5.48013, -0.48209], [0.01264, 3.62456, -0.55391], [-0.11035, 2.41249, -0.36571], [-0.59741, 6.91897, 0.16624], [-0.46483, 5.54184, 1.28937], [-1.76816, 5.57794, 0.10120], [-0.05298, 6.57057, -2.31245], [-1.27519, 5.27595, -2.33584], [0.36760, 4.93721, -2.88597], [1.75175, 6.57188, -0.49761], [2.28083, 5.04597, -1.24766], [1.96162, 5.10064, 0.48715]], "forces_ev_per_angstrom": [[0.1, 0.7, 0.8], [0.0, 0.0, 0.0], [0.0, 0.0, -0.1], [0.0, 0.1, 0.0], [0.0, 0.0, 0.0], [-0.1, -0.1, 0.0], [0.1, 0.1, 0.0], [0.0, 0.0, 0.0], [0.0, 0.0, 0.0], [0.0, 0.1, 0.0], [-0.2, -0.1, -0.1], [0.3, -0.2, 0.3], [-0.4, 0.0, -0.4], [0.1, -0.1, -0.1], [0.1, 0.0, 0.1], [0.0, -0.1, 0.0], [0.0, 0.0, 0.0], [-0.1, -0.3, -0.1], [0.1, 0.3, 0.0], [0.0, 0.1, 0.0], [0.0, 0.0, 0.0], [0.0, 0.0, 0.0], [0.0, 0.0, 0.0], [0.0, 0.0, 0.0], [0.0, 0.0, 0.0], [0.0, 0.0, 0.0], [0.0, 0.0, 0.0], [0.0, 0.0, 0.0], [0.0, 0.0, 0.0], [0.0, 0.0, 0.0], [-0.1, 0.0, 0.0], [0.0, 0.0, 0.0], [0.0, -0.1, 0.0], [0.0, 0.0, 0.0], [0.0, 0.0, 0.0], [-0.1, -0.1, -0.4], [-0.1, 0.0, 0.0], [0.1, 0.0, 0.0], [0.0, 0.0, 0.0], [0.0, 0.0, 0.0], [0.0, 0.0, 0.0], [0.0, 0.0, 0.0], [0.1, 0.0, 0.0], [0.1, 0.0, -0.1], [0.0, 0.0, 0.0], [0.0, 0.0, 0.0], [0.0, 0.0, 0.0], [0.0, 0.0, 0.0], [0.0, 0.0, 0.0], [0.0, 0.0, 0.0], [0.0, 0.0, 0.0], [0.0, 0.0, 0.0], [0.0, 0.0, 0.0], [0.0, 0.0, 0.0], [0.0, 0.0, 0.0], [0.0, 0.0, 0.0], [0.0, 0.0, 0.0], [0.0, 0.0, 0.0], [0.0, 0.0, 0.0], [0.0, 0.0, 0.0], [0.0, 0.0, 0.0], [0.0, 0.0, 0.1], [0.0, 0.0, 0.0], [0.0, 0.0, 0.0], [0.0, 0.0, 0.0], [0.0, 0.0, 0.0], [0.0, 0.0, 0.0], [0.0, 0.0, 0.0], [0.0, 0.0, 0.0], [0.0, 0.0, 0.0], [0.0, 0.0, 0.1], [0.0, 0.1, 0.0], [0.0, 0.0, 0.0], [-0.1, -0.2, 0.0], [0.1, 0.0, -0.1], [0.0, 0.0, 0.0], [0.0, 0.0, 0.0], [0.0, 0.0, 0.0], [0.0, 0.0, 0.0], [0.0, 0.0, 0.0], [0.0, 0.0, 0.0], [0.0, 0.0, 0.0], [0.0, 0.0, 0.0], [0.0, 0.0, 0.0]], "total_charge": -2, "de_lowest_ev": 0.000}

=====

How do the records compare in electronic energy? In the order shown, they have -10274.183936; -3001.126575; -271.711832; -2170.953385 hartree.